ORCA calculation (ωB97M-V/def2-TZVPD) on an isolated ion of composition C6H12Br2NO and charge +1.

Positions of all 22 atoms, in Å:
N1 0.833 2.335 -0.626
H1 -0.993 2.467 0.265
C1 -1.231 -0.780 -0.337
H2 0.872 -1.413 1.581
H3 2.255 1.103 0.280
Br1 -2.264 -3.384 0.473
H4 0.293 -3.055 1.866
O1 0.934 0.048 -0.741
C2 -0.581 1.799 -0.498
H5 2.476 1.240 -1.554
C3 -0.744 -2.142 0.236
H6 -0.731 -1.700 2.375
H7 0.988 3.049 -1.336
H8 1.036 2.784 0.263
H9 -1.155 1.753 -1.426
C4 1.786 1.154 -0.716
H10 -2.260 -0.539 -0.061
Br2 -1.149 -0.967 -2.325
H11 -0.049 0.498 1.120
C5 -0.232 0.373 0.040
H12 -0.053 -2.583 -0.485
C6 -0.029 -2.040 1.605

Output
ΔE to the lowest compared entry with this formula, charge and spin = 0.0 kcal/mol
Frontier orbital gap = 9.21 eV
Charge = +1

***

ORCA calculation (ωB97M-V/def2-TZVPD) on a 2-piece molecular cluster, C18H24N2O4S overall.

Positions of all 49 atoms, in Å:
O1 -4.909 1.152 -3.206
N1 -3.898 0.463 -1.375
C1 -4.103 1.382 -2.319
C2 -1.338 -0.967 -1.314
H1 -4.436 -0.378 -1.513
C3 5.319 -0.642 -1.571
C4 2.801 0.199 0.895
C5 2.339 -0.204 2.151
C6 -3.053 0.521 -0.167
H2 -5.782 0.428 0.747
H3 -1.009 0.230 0.427
H4 -1.535 -0.781 -2.370
H5 3.323 -1.771 4.880
H6 -2.054 -1.712 -0.967
H7 2.000 -2.676 4.109
H8 1.322 0.363 -1.803
C7 -1.561 0.320 -0.510
C8 1.286 -0.649 -2.206
O2 4.287 -0.002 -0.949
H9 -3.555 3.243 -1.388
H10 1.488 0.306 2.595
C9 -3.315 1.699 0.804
H11 6.843 -2.211 -1.448
C10 5.637 -2.175 0.326
H12 0.844 -0.628 -3.201
C11 6.021 -1.745 -0.919
C12 -5.833 1.517 0.693
H13 -1.162 1.172 -1.056
H14 -2.300 2.536 -2.440
H15 -3.334 -0.354 0.419
H16 -4.590 2.896 1.724
S1 0.301 -1.712 -1.122
C13 4.055 -1.903 2.229
H17 2.299 -1.045 -2.278
H18 -6.620 1.859 1.367
C14 -3.365 2.706 -2.313
H19 -3.725 3.304 -3.148
H20 1.759 -0.984 4.593
C15 3.885 -0.442 0.291
C16 4.514 -1.505 0.966
C17 2.482 -1.696 4.184
O3 5.727 -0.362 -2.690
O4 -2.381 2.279 1.339
C18 2.968 -1.256 2.829
H21 4.541 -2.723 2.749
H22 -6.091 1.819 -0.324
H23 6.153 -2.997 0.816
H24 2.313 1.015 0.374
N2 -4.556 2.110 1.091

Output
ΔE to the lowest compared entry with this formula, charge and spin = 28.9 kcal/mol
Frontier orbital gap = 8.56 eV

***

ORCA calculation (ωB97M-V/def2-TZVPD) on a 2-piece molecular cluster, C9H17NO2 overall.

Positions of all 29 atoms, in Å:
H1 -0.991 -2.252 -1.159
H2 -1.059 1.382 1.914
C1 0.241 -0.138 -0.350
H3 -2.157 0.637 -1.802
C2 0.496 -0.235 -1.874
C3 0.690 1.205 0.278
H4 0.761 -0.684 2.196
H5 -2.377 -1.132 -1.187
H6 -1.012 2.197 -0.769
H7 -2.655 0.321 -0.091
C4 2.217 1.253 0.399
C5 -0.234 1.938 1.357
H8 1.706 -1.723 -1.761
H9 2.571 2.306 0.551
C6 -0.201 2.374 -0.106
C7 -0.548 -2.497 -0.287
H10 -1.056 -0.776 2.001
H11 -1.406 -2.863 0.257
H12 0.234 -3.238 -0.185
H13 2.562 0.898 -0.568
N1 0.142 -1.388 0.342
C8 -0.106 -1.259 1.781
O1 1.203 -1.240 -2.395
C9 -2.347 -0.105 -1.027
H14 0.327 2.643 1.935
O2 0.161 0.722 -2.578
H15 2.628 0.579 1.109
H16 0.280 3.301 -0.224
H17 -0.072 -2.226 2.246

Output
ΔE to the lowest compared entry with this formula, charge and spin = 130.0 kcal/mol
Frontier orbital gap (alpha / beta) = 8.49 / 7.47 eV

***

ORCA calculation (ωB97M-V/def2-TZVPD) on C31H43BeIN3O9S as an isolated structure.

Positions of all 89 atoms, in Å:
H1 -11.365 -0.129 -0.075
H2 6.224 -0.904 -1.093
H3 -8.612 -2.448 -1.383
C1 1.579 1.885 -0.652
H4 -9.478 -4.101 0.257
C2 -13.506 -2.495 4.095
H5 -1.324 -0.298 -3.345
C3 5.492 -3.369 -0.963
O1 -14.079 -2.929 5.073
C4 8.057 1.467 0.204
O2 11.951 1.953 -3.500
H6 -12.168 -0.777 3.610
C5 2.077 0.682 -0.131
C6 0.386 -0.519 -1.342
H7 -1.132 1.414 -3.607
H8 9.474 2.195 -1.770
H9 -9.905 -3.424 -2.099
H10 0.135 2.812 -1.918
H11 -13.393 -0.414 4.874
C7 -12.678 -1.139 4.494
H12 6.294 -3.843 -1.526
C8 9.920 2.494 -0.811
H13 12.906 1.361 -0.365
O3 -9.682 -2.282 1.077
O4 -10.176 -0.677 2.471
H14 5.105 -0.690 1.335
H15 11.602 0.278 -2.413
H16 -6.378 -0.280 0.148
H17 5.362 -2.662 1.092
C9 -0.104 0.674 -1.875
O5 8.951 2.559 0.177
C10 -7.237 2.402 1.750
C11 6.053 -2.619 0.252
H18 8.282 0.793 -0.629
C12 -5.576 1.808 0.358
O6 -13.342 -2.743 2.911
H19 1.854 -1.449 -0.082
C13 -2.574 0.931 -2.130
Be1 -2.928 -1.920 -4.799
H20 -5.696 3.863 1.206
H21 6.937 -3.166 0.579
C14 -9.678 -2.676 -1.340
C15 12.177 1.794 -1.048
C16 4.266 1.532 0.381
H22 4.932 -2.712 -1.626
C17 -11.675 -0.898 0.633
H23 -4.694 1.813 -0.259
H24 -10.224 -1.765 -1.584
C18 6.626 1.924 0.083
C19 1.465 -0.521 -0.482
C20 5.041 3.665 -0.472
N1 5.898 -0.235 0.914
H25 13.317 0.737 -2.529
C21 -10.044 -3.200 0.032
C22 6.343 3.204 -0.386
H26 7.562 -1.119 -0.003
C23 6.475 -1.179 -0.065
H27 -8.165 0.507 1.715
C24 0.502 1.873 -1.523
H28 -7.923 2.891 2.420
H29 5.142 -3.299 3.771
S1 2.338 3.385 -0.160
H30 -11.099 -3.462 0.107
H31 10.337 3.499 -0.918
O7 -2.751 1.449 -1.088
H32 -12.433 -0.479 1.289
C25 -6.098 2.869 1.117
O8 10.916 1.579 -0.435
N2 3.159 0.737 0.744
H33 3.405 -0.172 1.101
C26 4.006 2.829 -0.079
H34 7.154 3.851 -0.680
N3 -7.414 1.099 1.390
O9 4.945 -3.970 3.110
H35 -12.122 -1.725 0.089
H36 4.842 -4.179 -0.635
C27 -10.482 -1.282 1.471
I1 -4.354 0.269 -3.248
H37 5.040 -4.803 3.582
H38 12.357 2.869 -1.148
H39 12.446 2.773 -3.416
H40 8.186 0.896 1.124
C28 -1.270 0.662 -2.827
C29 12.298 1.114 -2.405
H41 4.804 4.659 -0.822
C30 -6.419 0.720 0.545
H42 -11.965 -1.414 5.266
H43 -0.067 -1.463 -1.613
C31 5.590 1.063 0.454

Output
Frontier orbital gap = 1.02 eV
Charge = +1

***

ORCA calculation (ωB97M-V/def2-TZVPD) on an isolated ion of composition C5H6NO3 and charge -1.

Positions of all 15 atoms, in Å:
H1 -0.802 2.231 -1.699
H2 1.221 -1.360 0.451
C1 1.063 1.407 -2.531
H3 1.892 0.021 1.174
C2 -0.124 1.421 -1.560
H4 0.077 -0.724 -1.479
O1 1.691 0.315 -2.613
C3 0.551 1.557 -0.173
N1 0.106 0.368 0.290
C4 0.933 -0.554 1.041
H5 -1.602 -0.159 -1.097
H6 0.520 -1.047 1.909
O2 1.238 2.461 -3.176
O3 1.277 2.325 0.420
C5 -0.558 0.009 -1.009

Output
ΔE to the lowest compared entry with this formula, charge and spin = 0.0 kcal/mol
Frontier orbital gap = 8.05 eV
Charge = -1

***

ORCA calculation (ωB97M-V/def2-TZVPD) on C5H5FLiMgO4 as an isolated structure.

Positions of all 17 atoms, in Å:
Mg1 2.307 0.980 3.215
C1 2.178 0.249 0.211
C2 -1.712 -0.587 0.607
C3 1.831 -0.584 -0.957
O1 1.837 -0.058 1.354
O2 -1.196 -1.328 1.411
H1 2.733 -0.808 -1.545
O3 -2.553 0.392 0.908
F1 1.262 -1.773 -0.529
O4 -1.273 -0.395 -0.644
C4 -2.060 0.583 -1.213
H2 -3.360 2.041 -0.146
C5 -2.645 1.228 -0.198
H3 2.818 1.126 0.019
H4 1.091 -0.012 -1.602
H5 -1.935 0.791 -2.269
Li1 0.676 -1.847 1.378

Output
ΔE to the lowest compared entry with this formula, charge and spin = 0.0 kcal/mol
2S+1 = 2
Frontier orbital gap (alpha / beta) = 6.88 / 7.70 eV
Charge = +2

***

ORCA calculation (ωB97M-V/def2-TZVPD) on a 8-piece molecular cluster, C37H78BN2O15 overall.

Positions of all 133 atoms, in Å:
H1 -23.155 7.009 2.209
O1 -25.929 1.101 12.321
H2 -31.197 2.466 13.836
H3 -31.241 4.294 15.146
H4 -25.164 4.263 4.293
O2 -27.394 -1.598 14.045
H5 -22.612 2.320 14.737
H6 -21.161 -0.646 16.704
H7 -26.580 4.430 3.326
H8 -29.425 7.322 12.526
H9 -26.297 6.366 10.643
H10 -22.702 4.933 3.036
N1 -19.209 5.089 10.858
O3 -26.784 0.688 7.863
H11 -30.040 -4.898 15.705
H12 -18.604 2.416 11.290
O4 -29.012 5.127 11.345
H13 -22.508 3.582 2.079
C1 -23.562 7.061 1.199
H14 -17.075 5.615 12.603
H15 -19.916 6.395 12.042
H16 -23.785 8.091 0.920
O5 -30.851 0.227 8.659
C2 -30.851 -6.233 14.577
C3 -22.645 1.024 16.547
C4 -31.210 -1.251 6.911
C5 -24.970 6.320 1.041
H17 -28.086 8.315 11.905
H18 -16.973 2.467 10.550
H19 -28.199 4.700 11.625
H20 -30.202 -1.304 6.501
H21 -29.355 6.724 10.211
H22 -18.219 4.400 13.091
H23 -29.309 -2.192 8.990
H24 -21.703 5.028 10.937
O6 -30.924 -5.260 15.615
H25 -21.593 6.301 9.649
O7 -22.760 1.120 17.962
H26 -16.878 4.950 8.975
C6 -17.905 4.496 10.905
H27 -16.591 3.972 12.527
H28 -30.418 -1.806 10.331
H29 -30.015 0.359 8.206
C7 -24.754 4.064 2.209
C8 -31.821 3.455 15.530
C9 -25.311 2.663 2.117
H30 -18.582 5.620 8.051
H31 -31.920 0.062 14.431
C10 -25.527 4.711 3.368
H32 -24.844 2.101 1.308
H33 -31.847 -2.077 6.596
H34 -25.336 2.144 3.075
O8 -26.841 0.445 10.176
H35 -20.650 0.976 17.024
H36 -30.868 -7.187 15.105
O9 -19.295 6.494 11.317
C11 -18.565 2.680 9.159
H37 -21.964 3.117 16.178
H38 -24.783 4.270 -0.714
C12 -22.706 2.403 15.820
H39 -20.353 3.528 8.105
H40 -24.504 6.611 4.055
C13 -20.025 4.920 9.636
H41 -34.051 2.128 14.340
N2 -24.951 4.870 0.984
H42 -31.372 2.999 16.413
C14 -29.618 -6.055 13.683
O10 -24.633 -0.121 10.480
C15 -32.092 -6.069 13.721
H43 -32.835 3.725 15.825
H44 -25.083 6.581 -1.006
C16 -28.576 6.348 10.874
H45 -32.393 -5.027 13.609
H46 -22.147 4.734 9.281
H47 -15.912 4.960 10.378
C17 -21.271 0.380 16.354
H48 -23.182 3.391 3.636
H49 -20.322 5.961 7.766
H50 -20.990 0.430 15.302
H51 -26.387 2.708 1.949
C18 -27.225 6.343 10.072
C19 -17.958 2.933 10.581
H52 -23.715 2.743 16.051
H53 -32.275 -1.039 8.755
C20 -16.890 5.276 10.015
H54 -25.980 7.826 -0.189
H55 -27.738 6.946 12.808
B1 -25.876 0.053 11.283
H56 -31.610 -0.348 6.449
H57 -32.999 -6.445 14.194
C21 -17.449 4.622 12.353
C22 -25.822 6.849 2.252
H58 -19.392 6.874 8.891
C23 -24.812 0.148 9.137
O11 -24.142 4.331 -0.001
O12 -27.000 1.278 14.302
O13 -33.279 2.292 13.793
O14 -26.280 -1.193 12.007
H59 -29.706 -5.253 12.951
C24 -26.930 -0.892 13.161
H60 -30.825 0.847 15.586
C25 -26.629 0.640 13.312
H61 -30.703 -3.084 9.194
H62 -23.409 0.427 16.049
H63 -20.686 2.979 9.736
C26 -19.538 5.861 8.516
C27 -31.246 -1.108 8.402
H64 -22.149 1.818 18.209
C28 -30.353 -2.055 9.272
H65 -26.835 6.573 1.960
H66 -27.409 5.582 9.314
H67 -25.845 7.936 2.328
C29 -23.239 4.028 2.753
H68 -28.740 -5.839 14.292
H69 -32.035 -6.552 12.746
C30 -21.425 5.256 9.908
C31 -19.955 3.502 9.119
O15 -23.945 0.120 8.238
H70 -27.153 7.182 9.380
C32 -28.443 7.296 12.054
H71 -26.704 6.234 -0.358
H72 -29.418 -7.004 13.185
H73 -17.886 3.011 8.373
C33 -25.766 6.758 -0.174
C34 -26.286 0.462 8.958
H74 -32.523 0.652 15.972
H75 -18.804 1.639 8.944
C35 -31.828 0.867 15.160
H76 -26.032 6.652 4.376
H77 -16.975 6.352 9.859
C36 -25.413 6.249 3.575
H78 -22.793 6.705 0.513
C37 -32.021 2.256 14.518

Output
Frontier orbital gap = 8.85 eV
Charge = -1

***

ORCA calculation (ωB97M-V/def2-TZVPD) on C19H43BCl26GaIN2O4P as an isolated structure.

Positions of all 98 atoms, in Å:
Cl1 -3.427 1.593 -0.662
H1 -0.947 0.389 3.601
Cl2 7.468 5.775 -1.958
C1 -2.481 3.445 1.654
B1 1.968 1.048 3.015
H2 -4.625 0.159 -2.106
H3 4.277 -2.962 4.479
I1 -0.011 5.260 2.135
C2 -0.887 3.214 1.965
H4 -5.152 7.838 2.642
Cl3 3.605 -5.170 4.980
Cl4 -0.924 -0.751 5.961
H5 5.162 5.490 -1.537
O1 1.580 2.028 4.049
H6 -1.039 2.157 -0.152
H7 6.887 -1.052 -4.143
Cl5 10.984 4.284 -5.205
O2 4.151 1.503 0.003
C3 -1.752 -2.179 6.594
Cl6 -0.351 -1.412 12.868
H8 -0.753 2.639 2.979
H9 -1.225 -1.656 10.688
H10 2.689 -3.086 -2.936
H11 2.769 -0.829 3.495
H12 1.285 -3.007 -8.792
Cl7 0.483 -0.999 -7.844
H13 5.507 5.741 -3.273
H14 9.166 3.982 -3.729
N1 3.173 0.133 3.336
C4 -4.565 6.983 2.297
H15 -7.953 -5.825 -1.951
C5 -0.818 -2.339 11.437
H16 -1.754 -2.370 -0.075
H17 4.011 -3.939 3.006
H18 -9.517 -5.165 -2.510
C6 -2.351 -1.608 0.622
P1 2.674 0.713 -0.475
H19 -3.285 -3.541 -7.584
O3 2.950 -0.841 -0.782
C7 -1.761 -0.164 2.961
H20 -3.776 -1.847 -7.296
C8 -3.847 0.914 -2.239
C9 9.343 4.587 -4.622
H21 3.560 0.445 4.276
C10 3.627 -3.699 4.001
H22 1.161 1.572 4.852
C11 -4.134 -2.856 -7.512
Cl8 5.787 3.488 -2.623
C12 -1.207 -0.854 1.581
N2 0.096 -0.912 1.153
C13 -0.222 2.421 0.664
H23 -1.577 -3.072 11.720
H24 -3.024 -2.306 1.317
Cl9 2.873 -1.409 -4.588
H25 -2.201 -1.022 3.665
H26 -5.542 -2.931 0.985
H27 -2.639 -2.375 5.986
H28 9.243 5.647 -4.375
Cl10 5.713 0.049 -2.415
Cl11 -5.627 5.867 1.430
H29 -4.217 1.715 -2.884
H30 -3.779 7.325 1.620
H31 2.109 0.637 -2.664
H32 0.494 3.219 0.145
H33 -1.075 -3.034 6.545
H34 4.969 1.004 -0.350
C14 -8.631 -4.969 -1.902
Cl12 0.571 -3.187 10.747
Cl13 2.004 -3.017 3.841
Cl14 -5.097 -3.558 -1.248
Cl15 -5.773 -0.914 -0.222
C15 5.833 5.235 -2.361
Cl16 -3.820 6.196 3.694
Cl17 7.037 1.231 -4.727
Cl18 -2.440 0.164 -3.003
C16 -5.953 -2.658 0.010
Cl19 3.321 -4.275 -4.876
Cl20 -5.191 -3.386 -6.199
H35 -2.973 -0.832 0.003
H36 -3.134 2.573 2.121
Cl21 8.144 4.165 -5.850
C17 0.835 -2.731 -7.835
Cl22 -9.127 -4.724 -0.223
O4 2.152 1.408 -2.010
Cl23 -7.803 -3.541 -2.536
H37 1.533 -2.948 -7.023
Cl24 -2.249 -1.933 8.273
C18 3.368 -2.896 -3.771
Cl25 -0.638 -3.678 -7.596
H38 -7.014 -2.915 -0.029
Cl26 -4.995 -2.843 -9.056
H39 -2.817 4.445 2.164
C19 6.209 -0.196 -4.094
H40 -2.697 0.516 2.695
H41 4.388 -2.774 -3.397
H42 5.323 -0.392 -4.702
H43 -2.659 3.563 0.501
Ga1 0.973 0.818 1.189

Output
Frontier orbital gap = 6.18 eV
Charge = -1

***

Number 1: F_max 0.0383 hartree/bohr. Number 2: F_max 0.0578 hartree/bohr. Number 3: F_max 0.0738 hartree/bohr. Number 4: F_max 0.0339 hartree/bohr. Number 5: F_max 0.0512 hartree/bohr. Number 6: F_max 0.0414 hartree/bohr. Number 7: F_max 0.0846 hartree/bohr. Number 8: F_max 0.1265 hartree/bohr.